Entry 1:
Entry from the Open Molecules 2025 dataset: C7H15N2P in the gas phase at a distorted geometry (the ωB97M-V functional and the def2-TZVPD basis).

## Properties
* E: -726.39739 a.u.
* E_HOMO: -7.133 eV
* gap between HOMO and LUMO: 7.9 eV
* relative energy (zero: lowest compared OMol25 entry of this formula, charge and spin): 62.5 kcal per mole
* LUMO level: 0.8 eV

Geometry as ORCA input:
```
! RIJCOSX wB97M-V def2-TZVPD def2/J DEFGRID3
* xyz 0 1
C -1.29 -1.29 -0.95
C 0.86 -0.23 -0.63
C -0.60 -2.67 -1.11
C 1.34 -0.05 -2.08
C 1.44 1.75 3.04
C -2.35 1.36 -0.06
C 1.43 0.78 1.89
N -0.63 -0.23 -0.62
N -0.95 0.89 -0.15
P 1.07 1.36 0.39
H -2.33 -1.11 -0.71
H 1.21 -1.23 -0.15
H 0.46 -2.61 -1.40
H -1.15 -3.21 -1.96
H -0.67 -3.08 -0.11
H 2.39 -0.38 -2.08
H 1.14 0.88 -2.53
H 0.69 -0.97 -2.53
H 0.43 1.90 3.33
H 2.16 1.42 3.85
H 1.85 2.68 2.64
H -2.85 0.67 0.63
H -2.29 2.29 0.33
H -2.86 1.34 -1.07
H 1.51 -0.28 2.02
*
```

Results of the natural (NBO) charge analysis, in e, for atoms 1 through 8:
1. C -0.08
2. C -0.33
3. C -0.66
4. C -0.62
5. C -0.63
6. C -0.43
7. C -0.78
8. N -0.05


Entry 2:
Entry from the Open Molecules 2025 dataset: 2 unconnected molecules or ions with the total composition C7H15N2S at a distorted geometry (the ωB97M-V functional and the def2-TZVPD basis).

## Properties
* E: -783.01592 a.u.
* E_HOMO (alpha / beta): -11.032 / -11.066 eV
* gap between HOMO and LUMO (alpha / beta): 6.8 / 7.8 eV
* relative energy (zero: lowest compared OMol25 entry of this formula, charge and spin): 117.4 kcal per mole
* LUMO level (alpha / beta): -4.2 / -3.3 eV

Geometry as ORCA input:
```
! RIJCOSX wB97M-V def2-TZVPD def2/J DEFGRID3
* xyz 1 1
C -3.00 1.13 0.34
C 1.70 -0.03 0.50
C -1.78 1.19 -0.07
C -0.70 1.75 -0.82
C -1.32 -2.07 -1.09
C 4.27 0.83 0.52
C -0.40 -0.95 0.91
N 0.72 -0.84 0.26
N -1.30 -2.02 0.39
S 3.11 -0.14 -0.49
H -3.38 0.42 1.06
H -3.74 1.84 0.00
H 1.76 0.64 1.36
H -0.65 2.83 -0.68
H 0.28 1.35 -0.47
H -0.78 1.50 -1.88
H -0.29 -2.16 -1.45
H -1.90 -2.92 -1.43
H -1.74 -1.15 -1.47
H 5.25 0.70 0.08
H 4.27 0.44 1.54
H 3.99 1.88 0.50
H -0.63 -0.64 1.92
H -0.99 -2.93 0.74
H -2.25 -1.84 0.74
*
```

Results of the natural (NBO) charge analysis, in e, for atoms 1 through 8:
1. C -0.52
2. C -0.11
3. C 0.17
4. C -0.74
5. C -0.43
6. C -0.74
7. C 0.11
8. N -0.51


Entry 3:
Entry from the Open Molecules 2025 dataset: a molecular structure, C7H15N2SeSn at a distorted geometry (the ωB97M-V functional and the def2-TZVPD basis).

## Properties
* E: -3000.77827 a.u.
* E_HOMO: -11.663 eV
* gap between HOMO and LUMO: 7.9 eV
* relative energy (zero: lowest compared OMol25 entry of this formula, charge and spin): 0.0 kcal per mole
* LUMO level: -3.8 eV

Geometry as ORCA input:
```
! RIJCOSX wB97M-V def2-TZVPD def2/J DEFGRID3
* xyz 1 1
C -1.34 -3.81 0.83
Sn -1.16 -0.91 -0.45
N -0.86 1.32 -1.72
N -0.99 -1.99 -2.79
H 0.11 1.61 -1.80
H -2.17 -3.08 0.81
H -1.16 -4.07 1.88
H -0.41 -3.39 0.40
H -1.63 -4.70 0.26
H -0.21 -1.65 -3.36
H -1.86 -1.74 -3.26
H -0.94 -3.01 -2.74
H -1.29 1.22 -2.64
H -1.37 2.02 -1.17
Se 1.40 -0.97 -0.30
C 1.41 0.65 0.76
C 0.72 0.77 1.98
C 0.57 2.03 2.56
C 1.13 3.16 1.95
C 1.86 3.03 0.76
C 2.03 1.77 0.18
H 0.26 -0.11 2.44
H 0.01 2.14 3.49
H 1.01 4.14 2.41
H 2.29 3.90 0.27
H 2.60 1.66 -0.74
*
```

Results of the natural (NBO) charge analysis, in e, for atoms 1 through 8:
1. C -0.87
2. Sn 1.07
3. N -1.09
4. N -1.08
5. H 0.42
6. H 0.20
7. H 0.25
8. H 0.20


Entry 4:
Entry from the Open Molecules 2025 dataset: 2 unconnected molecules or ions with the total composition C7H15N2Si at a distorted geometry (the ωB97M-V functional and the def2-TZVPD basis).

## Properties
* E: -674.33881 a.u.
* E_HOMO: -11.484 eV
* gap between HOMO and LUMO: 6.7 eV
* relative energy (zero: lowest compared OMol25 entry of this formula, charge and spin): 112.4 kcal per mole
* LUMO level: -4.8 eV

Geometry as ORCA input:
```
! RIJCOSX wB97M-V def2-TZVPD def2/J DEFGRID3
* xyz 1 1
C -1.37 1.44 0.55
C 0.09 -2.05 0.58
C 0.33 -0.63 1.02
C -2.32 0.41 -1.17
C -1.94 0.09 1.06
C 1.84 -0.31 -1.78
C 2.64 1.67 0.73
N -1.57 1.46 -0.73
N -2.61 -0.38 -0.03
Si 1.64 0.18 0.05
H -0.78 1.92 1.33
H 0.09 -2.25 -0.41
H -0.76 -2.41 1.01
H 0.27 -0.28 2.12
H -3.30 0.68 -1.65
H -1.61 -0.14 -1.99
H -2.19 -0.26 2.04
H 2.20 -1.34 -1.81
H 0.80 -0.23 -2.18
H 2.42 0.32 -2.37
H 2.43 1.75 1.82
H 3.66 1.54 0.55
H 2.36 2.59 0.30
H -3.24 -1.23 -0.02
H 0.90 -2.55 0.96
*
```

Results of the natural (NBO) charge analysis, in e, for atoms 1 through 8:
1. C 0.08
2. C -0.64
3. C -0.96
4. C -0.09
5. C 0.17
6. C -1.13
7. C -1.11
8. N -0.39